[1]
# C6H14NO

A cluster of 2 separate species, C6H14NO in total (ωB97M-V with the def2-TZVPD basis set, the OMol25 dataset).

## Properties
Gap between HOMO and LUMO in eV: 8.98
LUMO energy in eV: -3.966
Molecular weight in g/mol: 116.2
Charge: +1

Last columns: bonded neighbours and bond lengths (Å).
Cartesian coordinates (Å):
1 C -0.62999 -0.99363 0.90058  N7 1.264, H9 1.062, H14 1.077
2 C 2.37751 1.32505 -0.47756  C6 1.498, H10 1.036, H11 1.084, H12 1.174
3 C 1.10657 -0.79709 -0.49845  C6 1.354, H13 1.050, H15 1.075
4 C -1.67463 1.19223 0.81807  N7 1.481, H16 1.147, H17 1.038, H18 1.039
5 C -2.56421 -0.60010 -0.61052  N7 1.532, H19 1.076, H20 1.096, H21 1.122
6 C 2.25654 -0.14370 -0.20744  C2 1.498, C3 1.354, O8 1.320
7 N -1.57314 -0.25110 0.50392  C1 1.264, C4 1.481, C5 1.532
8 O 3.32564 -0.60726 0.41217  C6 1.320, H22 1.027
9 H 0.07722 -0.81792 1.67312  C1 1.062
10 H 1.56519 1.41974 -1.11329  C2 1.036
11 H 3.35013 1.54053 -0.90379  C2 1.084
12 H 2.05910 2.09822 0.34596  C2 1.174
13 H 0.42686 -0.30378 -1.12875  C3 1.050
14 H -0.67992 -2.01907 0.57615  C1 1.077
15 H 1.00551 -1.86673 -0.54048  C3 1.075
16 H -1.36803 1.74642 -0.13762  C4 1.147
17 H -1.05828 1.43710 1.61709  C4 1.038
18 H -2.67067 1.48737 0.84745  C4 1.039
19 H -2.14807 -0.04942 -1.43609  C5 1.076
20 H -3.63041 -0.48980 -0.38282  C5 1.096
21 H -2.62313 -1.71002 -0.76594  C5 1.122
22 H 3.07022 -1.59704 0.50827  O8 1.027

The computed natural (NBO) charges, all in e, follow: number 1, C, carries 0.0795; number 2, C, carries -0.6758; number 3, C, carries -0.6613; number 4, C, carries -0.4103; number 5, C, carries -0.4345; number 6, C, carries 0.4584; number 7, N, carries -0.2815; number 8, O, carries -0.5956; number 9, H, carries 0.2431; number 10, H, carries 0.2145; number 11, H, carries 0.2581; number 12, H, carries 0.2486; number 13, H, carries 0.2185; number 14, H, carries 0.2209; number 15, H, carries 0.2253; number 16, H, carries 0.2164; number 17, H, carries 0.2291; number 18, H, carries 0.2371; number 19, H, carries 0.2272; number 20, H, carries 0.2562; number 21, H, carries 0.2380; number 22, H, carries 0.4883

[2]
# C6H14NO

A cluster of 2 separate species, C6H14NO in total (ωB97M-V with the def2-TZVPD basis set, the OMol25 dataset).

## Properties
Gap between HOMO and LUMO in eV: 9.69
LUMO energy in eV: -3.239
Molecular weight in g/mol: 116.2
Charge: +1

Last columns: bonded neighbours and bond lengths (Å).
Cartesian coordinates (Å):
1 C 0.91807 -2.05743 -1.11241  C2 1.531, N7 1.515, H8 1.085, H9 1.090
2 C 0.94305 -1.84354 0.40385  C1 1.531, C3 1.521, H10 1.091, H11 1.087
3 C 0.17593 -0.61049 0.85458  C2 1.521, C4 1.330, H12 1.087
4 C 0.67852 0.52053 1.34104  C3 1.330, C5 1.488, H13 1.087
5 C -0.25840 1.61698 1.70803  C4 1.488, C6 1.323, H14 1.080
6 C -0.33227 2.75743 1.04159  C5 1.323, H15 1.083, H16 1.089
7 N 0.15140 -0.94494 -1.79860  C1 1.515, H17 1.018, H18 1.019, H19 1.018
8 H 0.59310 -3.03596 -1.44976  C1 1.085
9 H 1.93304 -1.91088 -1.48155  C1 1.090
10 H 0.48159 -2.62596 1.00868  C2 1.091
11 H 1.93756 -1.75699 0.83501  C2 1.087
12 H -0.90103 -0.73064 0.93486  C3 1.087
13 H 1.74066 0.74992 1.32768  C4 1.087
14 H -0.88832 1.45424 2.56981  C5 1.080
15 H 0.32248 3.23713 0.32518  C6 1.083
16 H -1.11008 3.44364 1.37271  C6 1.089
17 H -0.81803 -0.92056 -1.48960  N7 1.018
18 H 0.14234 -0.99503 -2.81652  N7 1.019
19 H 0.63072 -0.09038 -1.52356  N7 1.018
20 H -2.51684 0.75450 -1.72126  O22 0.973
21 H -1.88741 1.54676 -0.73237  O22 0.967
22 O -1.68602 0.73403 -1.21517  H20 0.973, H21 0.967

The computed natural (NBO) charges, all in e, follow: number 1, C, carries -0.2216; number 2, C, carries -0.4795; number 3, C, carries -0.2193; number 4, C, carries -0.1982; number 5, C, carries -0.2138; number 6, C, carries -0.4059; number 7, N, carries -0.6701; number 8, H, carries 0.2395; number 9, H, carries 0.2238; number 10, H, carries 0.2505; number 11, H, carries 0.2449; number 12, H, carries 0.2083; number 13, H, carries 0.2197; number 14, H, carries 0.2275; number 15, H, carries 0.2131; number 16, H, carries 0.2100; number 17, H, carries 0.4667; number 18, H, carries 0.4384; number 19, H, carries 0.4525; number 20, H, carries 0.4874; number 21, H, carries 0.5079; number 22, O, carries -0.9818

[3]
# C6H14NO

A cluster of 2 separate species, C6H14NO in total (ωB97M-V with the def2-TZVPD basis set, the OMol25 dataset).

## Properties
Gap between HOMO and LUMO (spin up / spin down) in eV: 10.72 / 6.82
Multiplicity: 2
LUMO energy (spin up / spin down) in eV: -8.203 / -11.939
Expectation value of S²: 0.78
Molecular weight in g/mol: 116.2
Charge: +2

Last columns: bonded neighbours and bond lengths (Å).
Cartesian coordinates (Å):
1 C 1.42360 -1.28652 -0.09831  C2 1.525, N7 1.530, H8 1.094, H9 1.074
2 C 0.83706 -0.08344 -0.82927  C1 1.525, C3 1.514, H10 1.083, H11 1.092
3 C -0.66328 0.11130 -0.77851  C2 1.514, C4 1.394, C6 1.428
4 C -1.40940 -1.04604 -0.99789  C3 1.394, H12 1.072, H13 1.080
5 C -2.05670 1.92766 -1.68582  C6 1.355, H14 1.095, H15 1.081
6 C -1.23019 1.42110 -0.73918  C3 1.428, C5 1.355, H16 1.100
7 N 2.17101 -0.87167 1.17025  C1 1.530, H17 1.023, H18 1.023, H19 1.045
8 H 2.22593 -1.78831 -0.64681  C1 1.094
9 H 0.82938 -2.14536 0.15313  C1 1.074
10 H 1.04449 -0.12026 -1.89193  C2 1.083
11 H 1.40142 0.82027 -0.58902  C2 1.092
12 H -1.00433 -2.03803 -1.03078  C4 1.072
13 H -2.47420 -0.86268 -0.99464  C4 1.080
14 H -2.14496 1.59763 -2.72607  C5 1.095
15 H -2.67004 2.80287 -1.52458  C5 1.081
16 H -1.14521 1.99597 0.19530  C6 1.100
17 H 2.86261 -0.17628 0.88022  N7 1.023
18 H 2.69344 -1.66161 1.55789  N7 1.023
19 H 1.63341 -0.48887 1.98073  N7 1.045
20 H 0.12814 0.22457 3.59971  O22 0.972
21 H -0.78458 -0.18869 2.39981  O22 0.953
22 O 0.06029 0.18665 2.63082  H20 0.972, H21 0.953

The computed natural (NBO) charges, all in e, follow: number 1, C, carries -0.2289; number 2, C, carries -0.4957; number 3, C, carries 0.0787; number 4, C, carries -0.0925; number 5, C, carries -0.0723; number 6, C, carries -0.2077; number 7, N, carries -0.6883; number 8, H, carries 0.2570; number 9, H, carries 0.2420; number 10, H, carries 0.3040; number 11, H, carries 0.2621; number 12, H, carries 0.2306; number 13, H, carries 0.2337; number 14, H, carries 0.2362; number 15, H, carries 0.2463; number 16, H, carries 0.2893; number 17, H, carries 0.4391; number 18, H, carries 0.4510; number 19, H, carries 0.4787; number 20, H, carries 0.5217; number 21, H, carries 0.4952; number 22, O, carries -0.9803